(1)
{"formula": "C56H96Cl2N3O20S", "method": "wB97M-V/def2-TZVPD", "largest_force_ev_per_a": 5.7, "charge": 1, "orbital_gap_ev": 8.266, "symbols": ["C", "C", "C", "C", "C", "C", "Cl", "C", "C", "N", "C", "C", "O", "C", "N", "C", "C", "C", "C", "C", "C", "C", "C", "S", "O", "O", "O", "C", "Cl", "C", "C", "C", "C", "N", "H", "H", "H", "H", "H", "H", "H", "H", "H", "H", "H", "H", "H", "H", "H", "H", "H", "H", "H", "H", "H", "H", "H", "H", "H", "H", "H", "H", "H", "H", "H", "H", "H", "H", "H", "H", "H", "H", "H", "H", "H", "H", "H", "H", "H", "H", "H", "H", "O", "C", "O", "C", "C", "C", "H", "H", "H", "H", "H", "H", "O", "C", "O", "C", "C", "C", "H", "H", "H", "H", "H", "H", "O", "C", "O", "C", "C", "C", "H", "H", "H", "H", "H", "H", "O", "C", "O", "C", "C", "C", "H", "H", "H", "H", "H", "H", "O", "C", "O", "C", "C", "C", "H", "H", "H", "H", "H", "H", "O", "C", "O", "C", "C", "C", "H", "H", "H", "H", "H", "H", "O", "C", "O", "C", "C", "C", "H", "H", "H", "H", "H", "H", "O", "C", "O", "C", "C", "C", "H", "H", "H", "H", "H", "H"], "coordinates": [[1.46170, 1.74998, -2.35941], [1.37686, 2.04033, -1.00854], [1.81659, 1.07841, 0.20382], [3.33838, 0.75883, 0.02888], [3.84980, 0.02254, -1.27310], [5.31557, -0.60092, -1.02156], [6.55173, 0.11293, -2.16362], [1.67998, 2.09534, 1.47359], [2.82816, 1.94343, 2.57300], [4.03207, 2.81038, 2.30868], [0.30677, 2.09206, 2.23872], [-0.05990, 3.62674, 2.59284], [0.71256, 4.15749, 3.65010], [0.23500, 3.74936, 4.94622], [-0.91056, 1.48282, 1.63236], [-1.69346, 0.94045, 2.83322], [-3.22936, 0.68953, 2.56312], [-3.74353, -0.39740, 3.63546], [-5.00164, -1.12008, 2.93429], [-0.73964, 0.40976, 0.61303], [-1.54184, 0.54722, -0.73783], [-2.77377, 1.53377, -0.80982], [-2.19750, 2.99392, -1.18487], [-2.06029, 3.24497, -2.99907], [-1.78203, 1.99480, -3.75564], [-3.37999, 3.79611, -3.44105], [-0.91447, 4.42289, -3.36635], [0.80755, -0.11943, 0.45016], [0.67484, -1.27321, -1.00650], [1.05719, -1.07301, 1.67538], [2.41976, -1.79734, 1.91706], [2.99443, -2.74520, 0.79285], [4.40812, -3.30801, 1.30479], [5.09335, -4.13700, 0.27555], [1.66776, 0.68610, -2.67991], [1.38334, 2.54345, -3.14808], [0.88984, 3.04396, -0.79458], [3.86875, 1.76738, 0.01193], [3.84111, 0.20466, 0.87593], [3.22505, -0.81066, -1.67582], [4.01017, 0.79332, -2.09169], [5.65616, -0.50620, 0.04483], [5.25001, -1.71225, -1.24358], [1.83157, 3.15318, 1.08039], [2.47523, 2.29078, 3.60047], [3.19537, 0.89292, 2.73110], [3.92598, 3.32206, 1.43331], [4.16386, 3.46400, 3.09113], [0.48649, 1.61343, 3.25260], [-1.16010, 3.73820, 2.87950], [0.08098, 4.29475, 1.68289], [-0.87906, 3.84913, 5.08333], [0.75732, 4.41929, 5.69737], [0.61257, 2.70029, 5.17693], [-1.49796, 2.28451, 1.33494], [-1.25732, -0.02443, 3.21650], [-1.64031, 1.66148, 3.71096], [-3.88642, 1.59816, 2.63135], [-3.30948, 0.15138, 1.56396], [-2.95679, -1.21552, 3.71654], [-4.00403, 0.05851, 4.62704], [-5.60248, -0.28833, 2.44705], [-5.61511, -1.72171, 3.65547], [-4.64654, -1.76525, 2.06981], [-1.23215, -0.49523, 1.10179], [-0.92937, 0.82400, -1.65087], [-1.96537, -0.47258, -1.01071], [-3.49164, 1.24338, -1.64003], [-3.39013, 1.67393, 0.11250], [-1.25141, 3.23908, -0.60590], [-2.98024, 3.72651, -0.81161], [-0.29961, 4.50798, -2.60811], [0.78777, -0.55578, 2.65610], [0.28050, -1.90539, 1.59731], [2.22171, -2.50496, 2.79415], [3.26849, -1.15831, 2.32469], [2.31768, -3.65995, 0.75478], [3.09622, -2.29900, -0.22842], [4.16283, -3.91378, 2.23565], [5.01838, -2.41610, 1.64556], [5.11992, -5.08994, 0.65858], [6.08070, -3.84494, 0.30404], [3.47689, 4.43373, 4.99727], [3.92348, 4.43093, 6.11826], [5.06477, 3.79475, 6.46912], [5.25461, 3.89606, 7.89243], [4.44425, 5.09863, 8.31418], [3.29328, 5.07699, 7.32519], [4.90090, 2.97208, 8.35835], [6.31403, 4.01796, 8.11301], [4.13130, 5.06202, 9.34641], [5.03141, 6.01105, 8.17154], [2.46832, 4.45050, 7.67400], [2.94122, 6.08124, 7.09256], [-5.69041, -2.08195, -0.56136], [-5.83608, -1.74968, -1.70922], [-5.18761, -0.69689, -2.27369], [-5.66566, -0.50448, -3.61571], [-6.24883, -1.83906, -4.02344], [-6.77130, -2.38290, -2.70682], [-6.41460, 0.29238, -3.60790], [-4.83838, -0.20474, -4.26003], [-7.01124, -1.75601, -4.79796], [-5.45592, -2.49074, -4.40052], [-7.79069, -2.04646, -2.50384], [-6.70988, -3.46927, -2.66769], [-2.78052, -1.39975, -7.44877], [-1.70213, -0.87838, -7.38715], [-0.62090, -1.28962, -8.10138], [0.52789, -0.52574, -7.71209], [-0.02589, 0.74819, -7.11106], [-1.32829, 0.27594, -6.49423], [1.10595, -1.10973, -6.98961], [1.15029, -0.33031, -8.58566], [0.65297, 1.21940, -6.39892], [-0.23647, 1.47136, -7.90384], [-1.18704, -0.09338, -5.47625], [-2.09034, 1.05260, -6.51822], [-8.45967, -5.72392, -4.99346], [-7.26982, -5.85026, -4.88847], [-6.50258, -5.10119, -4.05441], [-5.11822, -5.42961, -4.25344], [-5.12137, -6.81126, -4.86731], [-6.40745, -6.80464, -5.67324], [-4.67490, -4.68237, -4.91429], [-4.59723, -5.40820, -3.29756], [-4.23107, -7.02006, -5.45959], [-5.18638, -7.56743, -4.07959], [-6.25715, -6.40338, -6.67786], [-6.86058, -7.79341, -5.71886], [11.48278, 4.27402, 0.74835], [10.70013, 3.52750, 0.23208], [9.39415, 3.42573, 0.60138], [8.76877, 2.36847, -0.13872], [9.62205, 2.19021, -1.37262], [11.00769, 2.54481, -0.86908], [8.74756, 1.47005, 0.48528], [7.74519, 2.64972, -0.38774], [9.55394, 1.18984, -1.80100], [9.31696, 2.90708, -2.14030], [11.52012, 1.68030, -0.44168], [11.61521, 3.00476, -1.64638], [-13.04076, -4.46534, -9.16749], [-12.60630, -4.47774, -8.04939], [-11.46429, -5.11846, -7.68877], [-11.29134, -5.02747, -6.26630], [-12.10839, -3.82594, -5.84373], [-13.24917, -3.84065, -6.84384], [-11.65029, -5.95512, -5.81129], [-10.23644, -4.90665, -6.03226], [-12.43412, -3.87123, -4.80386], [-11.51943, -2.91308, -5.97258], [-14.07715, -4.46916, -6.50900], [-13.59880, -2.83534, -7.07259], [-2.34369, -4.69404, -4.16487], [-1.84668, -5.51651, -3.44579], [-2.27215, -6.80326, -3.35897], [-1.53688, -7.48193, -2.32978], [-0.25931, -6.68741, -2.16437], [-0.71335, -5.27602, -2.48539], [-2.14178, -7.49132, -1.41866], [-1.34390, -8.51034, -2.63509], [0.18784, -6.79249, -1.17541], [0.47868, -7.01198, -2.90304], [-1.10032, -4.76093, -1.60296], [0.07920, -4.69420, -2.95323], [5.36739, 5.06002, 10.78892], [6.45815, 5.56414, 10.84217], [7.51340, 5.15422, 10.09402], [8.68655, 5.88875, 10.47715], [8.16823, 7.15477, 11.12303], [6.87094, 6.68764, 11.75642], [9.26959, 5.27638, 11.17018], [9.29256, 6.09662, 9.59534], [8.87028, 7.59507, 11.83121], [7.95278, 7.90211, 10.35419], [7.02766, 6.28860, 12.76085], [6.12109, 7.47684, 11.76988]], "mulliken_charge": [-1.380, -0.244, 2.493, -1.305, -1.097, -0.324, -0.215, -1.225, -0.641, -0.428, -1.190, -1.276, -0.282, -0.442, 1.682, -0.438, -0.254, -0.460, -1.117, -1.127, -0.721, -0.781, -0.297, 1.271, -0.422, -0.680, -0.514, 1.482, -0.056, -0.674, -1.244, 0.035, -0.904, -0.582, 0.108, 0.251, 0.342, 0.325, 0.272, 0.098, 0.785, 0.264, 0.212, 1.269, -0.009, 0.109, 0.336, 0.349, 0.450, 0.470, 0.158, 0.359, 0.063, 0.193, 0.895, 0.270, 0.343, 0.287, -0.013, 0.301, 0.383, 0.268, 0.415, 0.262, 0.360, 0.038, 0.720, -0.050, 0.240, -0.213, 0.555, 0.359, -0.461, 0.673, 0.653, 0.174, 0.259, 0.040, 0.415, 0.277, 0.297, 0.259, -0.540, 0.516, -0.372, -0.347, -0.500, -0.625, 0.184, 0.267, 0.526, 0.236, 0.279, 0.379, -0.621, 0.369, -0.218, -0.510, -0.146, -0.272, 0.294, 0.318, 0.452, -0.158, 0.350, 0.170, -0.579, 0.328, -0.357, -0.384, -0.492, 0.220, 0.227, 0.328, 0.251, 0.281, -0.091, 0.276, -0.608, 0.258, -0.208, -0.374, -0.429, -0.396, 0.268, 0.213, 0.280, 0.277, 0.280, 0.306, -0.567, 0.430, -0.344, -0.144, -0.422, -0.411, 0.152, 0.195, 0.281, 0.276, 0.260, 0.295, -0.580, 0.462, -0.320, -0.103, -0.509, -0.352, 0.157, 0.155, 0.344, 0.261, 0.238, 0.285, -0.491, 0.426, -0.287, -0.450, -0.615, -0.128, 0.271, 0.325, 0.327, 0.307, 0.119, 0.237, -0.613, 0.559, -0.326, -0.454, -0.486, -0.463, 0.270, 0.330, 0.324, 0.268, 0.278, 0.275]}

---

(2)
{"formula": "H16O7S", "method": "wB97M-V/def2-TZVPD", "largest_force_ev_per_a": 1.6, "s2": 0.76, "charge": 1, "spin_multiplicity": 2, "orbital_gap_ev": [9.284, 3.521], "symbols": ["S", "H", "H", "H", "H", "O", "H", "H", "O", "H", "H", "O", "H", "H", "O", "H", "H", "O", "H", "H", "O", "H", "H", "O"], "coordinates": [[-1.17956, 0.40178, 3.64580], [-0.72990, 0.44881, 4.91773], [-0.04976, 1.00045, 3.22057], [2.69429, -0.73638, 3.30605], [1.83617, -2.00666, 3.11288], [1.86026, -1.05406, 2.90702], [2.95545, 0.72584, -2.86551], [1.64380, -0.05903, -2.67384], [2.34737, 0.36788, -2.21187], [-1.82856, 1.34341, 0.71280], [-0.62180, 0.83080, -0.19411], [-1.58256, 1.11430, -0.20214], [-3.41317, 1.53138, -3.07196], [-2.52436, 1.01261, -1.98199], [-2.95353, 0.73709, -2.78708], [-0.43663, -1.61473, -2.55721], [-0.97673, -0.51613, -3.38015], [-0.16425, -0.82099, -2.99050], [1.62131, 0.72984, 0.93629], [1.68031, 0.47012, -0.60732], [1.10075, 0.51984, 0.18264], [0.40413, -1.52193, 0.69654], [-1.16676, -1.09590, 0.92701], [-0.51626, -1.80837, 0.95837]], "lowdin_spin": [0.745, 0.027, 0.021, 0.000, -0.001, 0.022, 0.000, 0.000, 0.000, 0.000, 0.000, 0.002, 0.000, 0.000, 0.000, 0.000, 0.000, 0.000, 0.000, 0.000, -0.001, -0.001, -0.006, 0.191]}

---

(3)
{"formula": "C2H2NO3S", "method": "wB97M-V/def2-TZVPD", "largest_force_ev_per_a": 3.5, "charge": -1, "orbital_gap_ev": 6.210, "symbols": ["C", "C", "N", "O", "O", "O", "S", "H", "H"], "coordinates": [[-1.85669, 0.00377, 0.63263], [0.55168, -0.35937, -0.63755], [1.38918, 0.46722, -0.03468], [-1.67327, 1.02562, 1.09031], [1.66910, 1.59660, -0.55563], [1.95653, 0.10392, 1.06812], [-2.47104, -1.37224, 0.23511], [-0.05867, -0.21314, -1.63144], [0.49317, -1.25236, -0.16687]], "mulliken_charge": [0.544, -1.067, 0.788, -0.268, -0.717, -0.710, -0.362, 0.284, 0.507]}

---

Repeat the second record exactly.
{"formula": "H16O7S", "method": "wB97M-V/def2-TZVPD", "largest_force_ev_per_a": 1.6, "s2": 0.76, "charge": 1, "spin_multiplicity": 2, "orbital_gap_ev": [9.284, 3.521], "symbols": ["S", "H", "H", "H", "H", "O", "H", "H", "O", "H", "H", "O", "H", "H", "O", "H", "H", "O", "H", "H", "O", "H", "H", "O"], "coordinates": [[-1.17956, 0.40178, 3.64580], [-0.72990, 0.44881, 4.91773], [-0.04976, 1.00045, 3.22057], [2.69429, -0.73638, 3.30605], [1.83617, -2.00666, 3.11288], [1.86026, -1.05406, 2.90702], [2.95545, 0.72584, -2.86551], [1.64380, -0.05903, -2.67384], [2.34737, 0.36788, -2.21187], [-1.82856, 1.34341, 0.71280], [-0.62180, 0.83080, -0.19411], [-1.58256, 1.11430, -0.20214], [-3.41317, 1.53138, -3.07196], [-2.52436, 1.01261, -1.98199], [-2.95353, 0.73709, -2.78708], [-0.43663, -1.61473, -2.55721], [-0.97673, -0.51613, -3.38015], [-0.16425, -0.82099, -2.99050], [1.62131, 0.72984, 0.93629], [1.68031, 0.47012, -0.60732], [1.10075, 0.51984, 0.18264], [0.40413, -1.52193, 0.69654], [-1.16676, -1.09590, 0.92701], [-0.51626, -1.80837, 0.95837]], "lowdin_spin": [0.745, 0.027, 0.021, 0.000, -0.001, 0.022, 0.000, 0.000, 0.000, 0.000, 0.000, 0.002, 0.000, 0.000, 0.000, 0.000, 0.000, 0.000, 0.000, 0.000, -0.001, -0.001, -0.006, 0.191]}